[1]
16
Properties=species:S:1:pos:R:3:nbo_charge:R:1 method="wB97M-V/def2-TZVPD" smiles=CC.CC charge=0 multiplicity=1
C -2.7400 0.1029 0.4625 -0.606
C -2.2639 -0.3567 -0.9088 -0.606
H -2.0777 0.8172 0.9553 0.202
H -3.7046 0.5917 0.3638 0.201
H -2.9213 -0.7316 1.1405 0.201
H -1.8961 0.4826 -1.4889 0.203
H -3.0884 -0.8585 -1.4161 0.204
H -1.4195 -1.0424 -0.8665 0.201
C 3.0905 -0.1277 0.6579 -0.612
C 1.9291 0.3614 -0.2103 -0.614
H 3.3889 0.6386 1.3573 0.204
H 2.8287 -0.9980 1.2556 0.203
H 3.9420 -0.4565 0.0689 0.206
H 2.0154 0.0314 -1.2523 0.205
H 1.9752 1.4494 -0.2977 0.203
H 0.9416 0.0963 0.1788 0.206


[2]
16
Properties=species:S:1:pos:R:3:nbo_charge:R:1 method="wB97M-V/def2-TZVPD" smiles=CC.CC charge=0 multiplicity=1
C -2.6185 -0.8268 1.1490 -0.604
C -1.6680 -0.0938 2.0747 -0.610
H -2.7390 -1.8864 1.3759 0.201
H -3.5968 -0.3637 1.2206 0.202
H -2.2855 -0.8243 0.1358 0.201
H -1.5126 0.9309 1.7451 0.205
H -2.0158 -0.2100 3.0870 0.204
H -0.6479 -0.4877 2.1773 0.201
C 2.1511 -0.2803 -1.8087 -0.616
C 2.0373 1.2030 -1.4685 -0.612
H 3.1922 -0.4200 -2.1434 0.201
H 2.1603 -0.8939 -0.9106 0.205
H 1.5306 -0.6642 -2.6056 0.211
H 1.3304 1.3660 -0.6461 0.200
H 2.9042 1.6755 -1.0248 0.206
H 1.7781 1.7757 -2.3577 0.205


[3]
16
Properties=species:S:1:pos:R:3:nbo_charge:R:1 method="wB97M-V/def2-TZVPD" smiles=CC.CC charge=0 multiplicity=1
C 0.4175 1.9010 -1.0621 -0.609
C 0.5722 2.2652 0.4265 -0.607
H -0.5859 1.5002 -1.2335 0.197
H 0.5068 2.7544 -1.7241 0.207
H 1.0724 1.0563 -1.2706 0.206
H -0.2377 2.8574 0.8239 0.205
H 0.7656 1.4077 1.0743 0.202
H 1.5276 2.7980 0.4940 0.200
C 0.0568 -2.5985 0.2691 -0.612
C -1.0449 -1.5656 0.3836 -0.615
H 0.2888 -2.9696 -0.7375 0.202
H 1.0193 -2.1589 0.5557 0.198
H -0.0558 -3.5039 0.8651 0.206
H -0.6994 -0.8879 1.1596 0.208
H -2.0036 -2.0517 0.5671 0.207
H -1.1722 -1.0055 -0.5342 0.206


[4]
16
Properties=species:S:1:pos:R:3:nbo_charge:R:1 method="wB97M-V/def2-TZVPD" smiles=CC.CC charge=0 multiplicity=1
C 1.8190 0.4687 -0.2636 -0.628
C 1.8351 1.6727 0.6657 -0.618
H 2.1775 -0.4323 0.2039 0.202
H 0.8055 0.0945 -0.5331 0.220
H 2.5578 0.6325 -1.1487 0.206
H 0.8748 1.8624 1.0368 0.204
H 2.3424 2.6385 0.2975 0.209
H 2.5080 1.3667 1.5132 0.203
C -1.2850 -0.9870 0.2564 -0.606
C -2.3711 -1.1224 -0.6970 -0.624
H -1.1132 0.0478 0.4931 0.207
H -1.5740 -1.2898 1.2080 0.207
H -0.3021 -1.6143 0.0524 0.197
H -3.2402 -0.7682 -0.1117 0.203
H -2.6292 -2.0677 -1.0783 0.209
H -2.3951 -0.6617 -1.7018 0.210


| no. | energy (hartree) | LUMO level (eV) |
| --- | --- | --- |
| 1 | -159.5793 | 1.12 |
| 2 | -159.5704 | 1.03 |
| 3 | -159.5727 | 1.15 |
| 4 | -159.5369 | 1.14 |